# 1
87
Properties=species:S:1:pos:R:3:lowdin_charge:R:1 method="wB97M-V/def2-TZVPD" fmax_ha_per_bohr=0.0310 e_tot_ev=-95783.635 total_charge=-1 lumo_energy_ev=1.93 homo_lumo_gap_ev=6.58
C -2.2819 2.9221 3.3959 -0.147
O -1.5801 3.5742 2.3353 -0.210
C -2.0377 2.9764 1.1146 -0.259
C -1.5418 3.8034 -0.1275 -0.175
C -1.1045 2.9090 -1.3327 -0.219
C -2.3079 2.3847 -2.2290 -0.240
C -3.2418 1.3529 -1.4944 -0.300
C -4.7492 1.8028 -1.2534 -0.367
Ga -5.1113 3.7969 -0.8522 0.188
H -3.3075 3.3791 3.4649 0.094
H -2.4513 1.8426 3.2035 0.061
H -1.7467 3.0487 4.3629 0.082
H -1.6188 1.9318 1.0708 0.114
H -3.1448 2.8726 1.1466 0.067
H -0.6092 4.3144 0.2408 0.106
H -2.2390 4.6221 -0.3985 0.066
H -0.5432 2.0004 -0.9972 0.101
H -0.4238 3.5441 -1.9584 0.083
H -2.8515 3.2109 -2.7330 0.067
H -1.7985 1.8162 -3.0584 0.086
H -3.2932 0.4400 -2.1517 0.079
H -2.7272 1.0053 -0.5643 0.077
H -5.0884 1.2394 -0.3383 0.023
H -5.3853 1.4327 -2.0903 0.020
H -4.1305 4.8118 -1.6552 -0.127
H -6.5986 4.1162 -1.4364 -0.157
H -5.0753 4.1537 0.7290 -0.135
C -3.3008 0.1049 5.9735 -0.338
O -2.8955 0.5177 4.9093 0.018
N -4.1692 0.7628 6.7798 -0.202
C -4.6157 0.2133 8.0425 -0.069
C -4.6655 2.0618 6.3577 -0.035
H -2.9842 -0.8698 6.3809 0.129
H -5.7026 0.1017 8.0246 0.087
H -4.3360 0.8922 8.8519 0.086
H -4.1615 -0.7605 8.2226 0.080
H -5.1828 1.9594 5.4021 0.100
H -3.8248 2.7450 6.2240 0.090
H -5.3494 2.4648 7.1025 0.084
C 4.4928 2.9712 -3.9831 -0.350
O 5.0835 3.6847 -4.7712 -0.001
N 3.2788 3.2446 -3.4458 -0.197
C 2.6307 2.3474 -2.5097 -0.059
C 2.6077 4.4753 -3.8212 -0.042
H 4.9141 2.0142 -3.6347 0.126
H 1.6711 2.0291 -2.9243 0.085
H 2.4626 2.8742 -1.5675 0.091
H 3.2476 1.4686 -2.3216 0.073
H 2.4504 4.4874 -4.9015 0.092
H 3.2362 5.3270 -3.5531 0.091
H 1.6491 4.5533 -3.3112 0.078
C 3.4993 -1.1112 -3.6795 -0.373
O 4.6875 -0.9004 -3.5195 -0.009
N 2.7687 -2.0284 -3.0085 -0.190
C 1.3506 -2.2136 -3.2578 -0.055
C 3.4231 -2.8503 -2.0072 -0.042
H 2.9037 -0.5423 -4.4124 0.131
H 0.7974 -2.0223 -2.3343 0.088
H 1.1670 -3.2399 -3.5799 0.058
H 1.0018 -1.5283 -4.0303 0.086
H 3.8522 -2.2060 -1.2372 0.085
H 4.2299 -3.4168 -2.4748 0.095
H 2.7102 -3.5362 -1.5548 0.087
C -0.3071 -5.9070 -2.6180 -0.341
O 0.3049 -5.2292 -3.4180 0.001
N -1.5099 -5.5845 -2.0873 -0.200
C -2.1859 -6.4415 -1.1350 -0.062
C -2.1402 -4.3376 -2.4879 -0.030
H 0.0845 -6.8692 -2.2501 0.132
H -3.1556 -6.7389 -1.5411 0.088
H -2.3378 -5.8950 -0.2014 0.091
H -1.5962 -7.3348 -0.9321 0.081
H -2.2966 -4.3416 -3.5681 0.096
H -1.4845 -3.5025 -2.2360 0.087
H -3.0952 -4.2168 -1.9808 0.090
C 5.2576 -3.5749 1.5184 -0.357
O 5.1645 -4.3693 0.6066 0.011
N 6.3529 -2.8241 1.7872 -0.204
C 6.3947 -1.8916 2.8951 -0.063
C 7.5194 -2.9612 0.9342 -0.042
H 4.4278 -3.3958 2.2215 0.132
H 6.5787 -0.8847 2.5135 0.090
H 7.2027 -2.1734 3.5748 0.087
H 5.4524 -1.8975 3.4414 0.083
H 7.2478 -2.7136 -0.0937 0.095
H 7.8681 -3.9955 0.9610 0.091
H 8.3139 -2.2985 1.2721 0.085


# 2
85
Properties=species:S:1:pos:R:3:lowdin_charge:R:1 method="wB97M-V/def2-TZVPD" spin_multiplicity=5 fmax_ha_per_bohr=0.0174 de_lowest_kcal_mol=0.0 e_tot_ev=-156766.847 total_charge=+1 lumo_energy_ev="-3.42 / -3.39" homo_lumo_gap_ev="6.82 / 6.94" s_squared=6.08
Mn 0.4290 0.7032 -1.0998 0.680
N 2.2640 2.1179 -3.1436 -0.081
P 2.4023 0.6143 -2.3505 1.012
C 3.9636 0.5874 -1.4829 -0.347
C 5.1591 0.4802 -2.1958 -0.082
C 6.3638 0.5455 -1.5164 -0.057
C 6.3758 0.7065 -0.1354 -0.052
C 5.1882 0.8020 0.5760 -0.055
C 3.9768 0.7442 -0.0975 -0.074
C 2.4765 -0.6090 -3.6587 -0.355
C 1.8062 -0.3883 -4.8591 -0.080
C 1.7558 -1.3931 -5.8144 -0.062
C 2.3605 -2.6166 -5.5641 -0.062
C 3.0158 -2.8431 -4.3599 -0.066
C 3.0719 -1.8436 -3.4023 -0.087
C 1.2874 3.0365 -2.7874 -0.343
C 1.2415 4.3083 -3.3559 0.002
C 0.2390 5.1653 -2.9654 -0.027
C -0.6988 4.7635 -2.0134 -0.034
C -0.5896 3.5028 -1.4924 -0.107
N 0.3804 2.6431 -1.8766 0.004
H 3.0065 2.4545 -3.7406 0.128
H 5.1500 0.3298 -3.2689 0.113
H 7.2942 0.4624 -2.0621 0.114
H 7.3209 0.7494 0.3899 0.115
H 5.2032 0.9170 1.6512 0.115
H 3.0486 0.8089 0.4609 0.094
H 1.3323 0.5656 -5.0548 0.102
H 1.2458 -1.2191 -6.7525 0.112
H 2.3193 -3.3997 -6.3102 0.113
H 3.4806 -3.8003 -4.1642 0.116
H 3.5769 -2.0266 -2.4618 0.118
H 1.9848 4.6013 -4.0846 0.121
H 0.1860 6.1558 -3.3983 0.123
H -1.4904 5.4181 -1.6815 0.118
H -1.2657 3.1299 -0.7361 0.097
C -5.1429 -0.8229 4.1676 -0.040
C -5.2334 0.4386 3.2973 -0.558
C -5.4415 1.6646 4.1972 -0.043
C -6.4441 0.3079 2.3743 -0.066
C -3.9325 0.5962 2.5106 -0.160
C -3.8791 0.5324 1.1293 -0.067
C -2.6537 0.6847 0.5013 -0.540
Br -2.5946 0.5666 -1.3943 0.871
C -1.4653 0.8995 1.1796 -0.347
O -0.3147 1.0844 0.5021 -0.300
C -1.4922 0.9365 2.5823 -0.079
C -2.7299 0.7911 3.1955 0.033
C -0.2042 1.1055 3.3972 -0.529
C -0.4783 1.0900 4.9037 -0.064
C 0.7558 -0.0553 3.0961 -0.035
C 0.4618 2.4484 3.0644 -0.038
H -6.0771 -0.9712 4.7136 0.089
H -4.3359 -0.7478 4.8989 0.080
H -4.9607 -1.7075 3.5539 0.092
H -6.3787 1.5680 4.7496 0.088
H -5.4885 2.5807 3.6044 0.092
H -4.6379 1.7754 4.9269 0.078
H -7.3514 0.2333 2.9755 0.089
H -6.3887 -0.5893 1.7535 0.088
H -6.5502 1.1758 1.7197 0.089
H -4.7643 0.3663 0.5330 0.098
H -2.7673 0.8209 4.2741 0.096
H -0.9322 0.1515 5.2281 0.090
H -1.1266 1.9133 5.2114 0.091
H 0.4679 1.1997 5.4364 0.089
H 0.3064 -1.0077 3.3858 0.094
H 1.6764 0.0699 3.6728 0.087
H 1.0114 -0.1128 2.0397 0.056
H -0.2139 3.2776 3.2859 0.093
H 0.7461 2.5121 2.0154 0.064
H 1.3581 2.5752 3.6767 0.086
C 0.4100 -1.1950 -1.0459 -0.130
C 0.3343 -2.4047 -1.0925 -0.069
C 0.2447 -3.8387 -1.1514 -0.249
C 0.1233 -4.5816 0.0233 -0.029
C 0.0436 -5.9632 -0.0387 -0.070
C 0.0792 -6.6087 -1.2683 -0.075
C 0.1937 -5.8720 -2.4390 -0.073
C 0.2781 -4.4903 -2.3838 -0.039
H 0.0905 -4.0672 0.9746 0.117
H -0.0505 -6.5374 0.8732 0.108
H 0.0126 -7.6877 -1.3145 0.107
H 0.2128 -6.3745 -3.3972 0.106
H 0.3614 -3.9043 -3.2902 0.107


# 3
15
Properties=species:S:1:pos:R:3:lowdin_charge:R:1 method="wB97M-V/def2-TZVPD" spin_multiplicity=3 fmax_ha_per_bohr=0.1207 de_lowest_kcal_mol=5.3 e_tot_ev=-83452.751 lumo_energy_ev="0.26 / -2.27" homo_lumo_gap_ev="6.13 / 7.39" s_squared=2.01
C -0.5176 0.9248 -1.3391 -0.264
C -1.8832 0.7206 -1.4914 -1.262
C 1.0710 -1.0827 1.4952 -0.155
C 0.4472 -0.0130 -0.6377 -0.228
C 0.4989 0.1333 0.9419 -0.303
Br -3.1139 2.0956 -1.6977 0.649
I -2.8774 -1.1206 -1.2406 0.798
H -0.2227 1.9898 -1.5041 0.102
H 0.5626 -2.0445 1.1809 0.096
H 1.3985 -1.0065 2.4954 0.058
H 2.0255 -1.1838 0.8586 0.104
H 0.2291 -1.0767 -0.7337 0.065
H 1.4698 0.0559 -0.9972 0.106
H 1.2468 0.9172 1.1966 0.107
H -0.3345 0.6905 1.4729 0.127


# 4
81
Properties=species:S:1:pos:R:3:lowdin_charge:R:1 method="wB97M-V/def2-TZVPD" spin_multiplicity=2 fmax_ha_per_bohr=0.0397 de_lowest_kcal_mol=0.0 e_tot_ev=-113860.019 total_charge=-2 lumo_energy_ev="4.27 / 2.92" homo_lumo_gap_ev="6.85 / 5.50" s_squared=0.77
Lu -0.0568 -0.0724 -0.1359 1.803
O 3.4445 2.2887 -1.9485 0.043
C 2.4308 1.6043 -1.7970 -0.442
N 1.4248 1.8265 -0.9414 0.077
C 0.9951 3.0222 -0.5259 -0.191
C 1.2375 4.2318 -1.2169 -0.017
C 0.6725 5.4096 -0.8025 -0.101
C -0.1927 5.4376 0.3006 -0.096
C -0.4705 4.2887 0.9894 -0.006
C 0.1277 3.0604 0.6352 -0.179
N -0.1163 1.8990 1.2601 0.035
C -0.5686 1.8173 2.5282 -0.462
O -0.5009 2.6896 3.3868 0.077
C -1.1819 0.4797 2.8697 -0.266
C -2.2006 0.4838 3.8198 -0.015
C -2.7856 -0.7110 4.1838 -0.052
C -2.3154 -1.8812 3.6081 -0.053
C -1.2887 -1.7903 2.6840 -0.158
N -0.7363 -0.6466 2.3035 0.000
C 2.2580 0.3585 -2.6375 -0.184
C 3.2633 0.0416 -3.5529 -0.003
C 3.0893 -1.0304 -4.4063 -0.078
C 1.8985 -1.7364 -4.3443 -0.066
C 0.9573 -1.3508 -3.3986 -0.122
N 1.1313 -0.3468 -2.5589 0.068
H 1.8749 4.2006 -2.0896 0.105
H 0.8662 6.3321 -1.3360 0.092
H -0.6558 6.3683 0.6023 0.093
H -1.1580 4.2922 1.8198 0.109
H -2.5027 1.4251 4.2547 0.122
H -3.5903 -0.7395 4.9063 0.102
H -2.7177 -2.8440 3.8900 0.095
H -0.8661 -2.6823 2.2385 0.097
H 4.1562 0.6482 -3.5702 0.109
H 3.8628 -1.3062 -5.1127 0.096
H 1.7103 -2.5717 -5.0034 0.091
H 0.0117 -1.8682 -3.3077 0.092
O 2.0217 -0.9246 -0.2143 -0.230
C 2.7357 -1.8089 0.3478 -0.369
C 4.1082 -1.5666 0.6582 -0.026
C 4.8782 -2.5001 1.2884 -0.114
C 4.3526 -3.7563 1.6202 -0.127
C 3.0532 -4.0468 1.3036 -0.072
C 2.2231 -3.1131 0.6614 -0.159
C 0.9239 -3.4948 0.2427 -0.127
N 0.0642 -2.7636 -0.3830 -0.027
C -1.0458 -3.4749 -0.9685 -0.252
C -2.3344 -2.6595 -0.9046 -0.246
N -2.1267 -1.3591 -1.4911 -0.027
C -3.1519 -0.7822 -1.9987 -0.140
C -3.2643 0.5814 -2.4078 -0.165
C -4.5204 1.0616 -2.7992 -0.079
C -4.7686 2.3976 -2.9935 -0.141
C -3.7364 3.3183 -2.7831 -0.115
C -2.4878 2.8913 -2.4325 -0.016
C -2.1762 1.5092 -2.2343 -0.386
O -1.0015 1.1502 -1.9313 -0.192
H 4.4937 -0.5893 0.4099 0.116
H 5.9042 -2.2753 1.5506 0.098
H 4.9699 -4.4823 2.1342 0.083
H 2.6435 -5.0200 1.5469 0.099
H 0.6795 -4.5603 0.4170 0.120
H -1.2000 -4.4699 -0.4993 0.107
H -0.8115 -3.6600 -2.0283 0.102
H -2.6221 -2.5297 0.1497 0.106
H -3.1514 -3.2182 -1.3980 0.107
H -4.1042 -1.3432 -2.0546 0.120
H -5.3293 0.3504 -2.9204 0.096
H -5.7617 2.7401 -3.2545 0.077
H -3.9407 4.3788 -2.8815 0.090
H -1.6864 3.5910 -2.2390 0.098
F 1.7423 0.1820 2.1454 -0.340
Sb 2.0742 -0.3657 3.9797 1.466
F 2.8448 1.3672 4.2558 -0.379
F 3.8074 -1.0320 3.4984 -0.357
F 2.6440 -0.8752 5.7721 -0.419
F 1.3327 -2.1376 3.7830 -0.359
F 0.4761 0.1481 4.9267 -0.336
O -4.5041 1.1874 1.1654 0.002
C -3.4147 0.8487 0.8333 -0.540
N -2.3405 0.4805 0.5321 0.035


# 5
80
Properties=species:S:1:pos:R:3:lowdin_charge:R:1 method="wB97M-V/def2-TZVPD" spin_multiplicity=2 fmax_ha_per_bohr=0.0126 e_tot_ev=-68033.513 lumo_energy_ev="0.63 / 0.49" homo_lumo_gap_ev="6.91 / 7.49" s_squared=0.75
Pd 1.3294 -0.2609 0.5725 0.423
O 0.7303 -0.0573 2.6354 -0.283
N 1.7068 0.3431 3.4473 -0.212
C 1.3174 1.0343 4.5444 -0.036
C 2.2106 1.4647 5.4831 -0.070
C 3.5663 1.1676 5.2761 -0.083
C 3.9435 0.4756 4.1571 -0.104
C 3.0133 0.0407 3.1856 -0.688
S 3.4749 -0.7969 1.7749 0.618
H 0.2513 1.1955 4.5863 0.131
H 1.8548 2.0131 6.3414 0.101
H 4.3119 1.4873 5.9920 0.104
H 4.9798 0.2363 3.9644 0.098
C 1.4195 -2.5090 -2.0883 -0.244
P 1.7757 -0.7874 -1.6086 0.883
C 0.8133 0.1660 -2.8328 -0.355
C -0.5749 0.1269 -2.6932 -0.124
C -1.3944 0.8693 -3.5248 -0.089
C -0.8304 1.6797 -4.5040 -0.088
C 0.5471 1.7257 -4.6505 -0.082
C 1.3674 0.9695 -3.8222 -0.076
C 3.4990 -0.5135 -2.1314 -0.378
C 4.1885 -1.3619 -2.9933 -0.085
C 5.5025 -1.0900 -3.3497 -0.083
C 6.1390 0.0383 -2.8548 -0.086
C 5.4636 0.8869 -1.9900 -0.077
C 4.1579 0.6049 -1.6233 -0.124
H 1.5810 -2.6976 -3.1495 0.044
H 0.3820 -2.7236 -1.8348 0.036
H 2.0329 -3.1732 -1.4795 0.051
H -1.0083 -0.4874 -1.9080 0.093
H -2.4699 0.8299 -3.4030 0.099
H -1.4650 2.2737 -5.1491 0.103
H 0.9916 2.3507 -5.4146 0.103
H 2.4425 1.0141 -3.9458 0.102
H 3.7124 -2.2460 -3.3962 0.093
H 6.0277 -1.7641 -4.0141 0.102
H 7.1641 0.2483 -3.1321 0.102
H 5.9605 1.7570 -1.5805 0.105
H 3.6522 1.2379 -0.9050 0.079
C 0.1870 -4.1590 3.0698 -0.158
C -0.7745 -2.9753 2.9706 -0.163
C -0.8933 -2.8217 1.4629 -0.229
O 0.3954 -3.1248 0.9428 -0.202
C 1.1328 -3.9014 1.8979 -0.195
H -0.3513 -5.1000 2.9341 0.109
H 0.7155 -4.2060 4.0210 0.111
H -0.3172 -2.0750 3.3815 0.093
H -1.7336 -3.1506 3.4584 0.111
H -1.1466 -1.8048 1.1513 0.085
H -1.6406 -3.5130 1.0459 0.117
H 2.0048 -3.3147 2.1969 0.078
H 1.4690 -4.8227 1.4164 0.116
C -4.1715 -1.1173 0.1371 -0.070
C -4.0898 0.0786 -0.7979 -0.210
N -4.5067 1.3258 -0.1683 -0.054
C -5.9248 1.4501 0.1737 -0.204
C -6.1604 1.4337 1.6751 -0.068
C -3.7701 2.4674 -0.1094 -0.409
O -4.2829 3.5553 0.1147 0.066
C -2.2886 2.4333 -0.3904 -0.113
C -1.7448 3.4396 -1.1846 0.004
C -0.3732 3.4998 -1.3531 -0.036
C 0.4089 2.5662 -0.6923 -0.135
N -0.0979 1.6083 0.0869 0.009
C -1.4195 1.5464 0.2277 -0.088
H -3.8084 -2.0153 -0.3639 0.077
H -5.1969 -1.3066 0.4567 0.071
H -3.5669 -0.9598 1.0314 0.068
H -4.7283 -0.0893 -1.6729 0.125
H -3.0783 0.2038 -1.1743 0.078
H -6.4446 0.6243 -0.3155 0.116
H -6.2983 2.3808 -0.2542 0.118
H -5.8005 0.5057 2.1202 0.067
H -7.2238 1.5302 1.8977 0.076
H -5.6401 2.2684 2.1427 0.075
H -2.3997 4.1656 -1.6480 0.126
H 0.0902 4.2549 -1.9713 0.112
H 1.4867 2.5785 -0.7918 0.102
H -1.7854 0.7723 0.8927 0.117


# 6
7
Properties=species:S:1:pos:R:3:lowdin_charge:R:1 method="wB97M-V/def2-TZVPD" fmax_ha_per_bohr=0.0636 de_lowest_kcal_mol=113.9 e_tot_ev=-11770.315 total_charge=+1 lumo_energy_ev="-8.12 / -8.12" homo_lumo_gap_ev="6.50 / 6.50"
H 0.9847 -0.0002 -1.5781 0.214
C 0.3099 0.6856 -0.7072 -0.320
C 0.0999 -0.6010 -0.4330 -0.247
O 0.4968 1.4860 0.3110 -0.051
Cd -1.5550 -1.7672 -0.6567 1.480
O -0.3192 -0.4667 1.3039 -0.225
C -0.0171 0.6636 1.7602 0.149


# 7
14
Properties=species:S:1:pos:R:3:lowdin_charge:R:1 method="wB97M-V/def2-TZVPD" fmax_ha_per_bohr=0.0714 de_lowest_kcal_mol=134.9 e_tot_ev=-6792.238 total_charge=+1 lumo_energy_ev=-5.78 homo_lumo_gap_ev=9.91
C 0.2998 -0.1075 -2.1363 -0.067
C -0.3595 0.9450 -1.3855 -0.032
C -0.7595 0.0903 -0.1514 -0.123
C 0.0239 0.4817 1.0151 0.022
C 0.1762 -0.5113 2.0458 -0.033
N 0.6704 -0.0353 -0.7172 0.065
H -0.2571 -1.0336 -2.3548 0.135
H 1.0094 0.1963 -2.8773 0.127
H -0.0610 2.0030 -1.5460 0.161
H -1.5827 -0.7437 -0.1731 0.202
H 0.4416 1.3864 1.2879 0.133
H -0.9059 -0.8983 2.2799 0.159
H 0.7034 -0.3650 3.0738 0.147
H 0.6010 -1.4080 1.6390 0.105


# 8
32
Properties=species:S:1:pos:R:3:lowdin_charge:R:1 method="wB97M-V/def2-TZVPD" fmax_ha_per_bohr=0.0445 de_lowest_kcal_mol=15.7 e_tot_ev=-19462.047 total_charge=-1 lumo_energy_ev=2.81 homo_lumo_gap_ev=9.44
B 0.3030 -10.5210 -22.5890 -0.375
H 0.9780 -11.5630 -22.8070 -0.004
H 1.0340 -9.5440 -22.8830 -0.027
H -0.6800 -10.4690 -23.2990 -0.045
H 0.0080 -10.4420 -21.4260 -0.057
O -0.6270 -13.4700 -21.3780 -0.075
H -1.4830 -13.3560 -21.7740 0.009
H -0.2310 -12.6320 -21.6550 -0.046
O -1.5080 -7.9940 -24.7370 -0.068
H -2.4560 -8.0630 -24.5730 0.037
H -1.1540 -8.8860 -24.8090 0.011
O 1.8310 -12.0100 -19.3100 -0.038
H 1.4930 -11.9370 -18.4030 0.067
H 1.5110 -11.2320 -19.7540 0.019
O -0.2140 -8.0200 -19.9550 -0.053
H -1.0510 -7.9970 -19.5060 0.015
H -0.0470 -8.9680 -20.0270 -0.005
O 3.7080 -12.7520 -21.0430 -0.080
H 3.0130 -12.5950 -20.4130 -0.047
H 3.4570 -12.3660 -21.8870 0.015
O 3.4710 -7.0410 -21.9730 -0.035
H 2.7360 -7.1050 -22.5690 -0.003
H 4.1670 -6.8730 -22.6000 0.045
O 3.2810 -9.7350 -21.4610 -0.080
H 3.4010 -8.8510 -21.7610 -0.048
H 2.4120 -10.0770 -21.7530 -0.042
O -3.0620 -10.0640 -21.2020 -0.033
H -3.5900 -10.7910 -21.4460 0.002
H -2.1600 -10.2840 -21.3480 -0.033
O 1.3100 -6.9020 -24.0830 -0.076
H 1.0110 -7.8170 -23.9530 0.005
H 0.5890 -6.3090 -24.3550 0.045